1.
The following is a quantum chemistry calculation of a single C14H18N2O4 molecule at a distorted geometry, from the OMol25 dataset.

Structure (XYZ):
```
38
Properties=species:S:1:pos:R:3:forces:R:3
N 1.04488 -2.70491 -3.63053 -0.3 -0.6 0.0
C -0.18671 -1.90949 -3.45030 0.9 0.4 0.3
C -0.75374 -1.96395 -1.99093 -0.1 -2.3 -0.6
O -2.00821 -1.24605 -1.86639 -0.5 0.4 0.0
C -1.95524 0.09711 -1.81465 1.9 2.3 0.0
O -1.26722 0.81032 -2.52795 -0.5 -1.3 0.0
C -2.66839 0.78571 -0.66705 -0.7 -0.7 0.5
C -1.84832 1.84132 0.14627 1.3 0.4 -1.1
C -1.26443 1.42610 1.49147 -1.6 -2.8 0.4
O -1.93329 0.58103 2.08027 1.8 1.3 0.3
O -0.03188 1.88311 1.89738 -0.9 0.7 -0.6
C 0.90844 0.93395 2.46181 0.3 -1.3 0.1
C 2.22120 1.59509 2.84102 -0.3 1.3 0.4
N 2.07107 2.30573 4.13695 -0.1 -0.3 -0.3
C 1.08065 -0.11079 1.35717 -1.0 -0.5 -0.1
C 1.48025 0.26075 0.05835 -0.2 -0.7 0.9
C 1.03131 -0.50539 -1.02700 0.0 0.8 1.4
C 0.10696 -1.52417 -0.83707 0.4 0.0 -0.3
C -0.16916 -1.98637 0.45225 0.2 -0.3 -0.4
C 0.37064 -1.31675 1.54211 -0.2 0.6 -1.0
H 1.36220 -2.74387 -4.62069 -0.3 0.3 1.4
H 1.76853 -2.37992 -2.98936 0.0 -0.1 -0.6
H 0.06969 -0.88078 -3.70910 -0.7 0.2 0.1
H -0.93933 -2.27731 -4.14885 -0.1 0.1 0.2
H -1.07851 -3.03337 -1.75382 0.4 1.3 -0.6
H -3.04379 -0.00373 -0.04369 -0.2 -0.2 0.7
H -3.56148 1.25550 -1.09403 0.2 0.2 0.1
H -1.02633 2.19615 -0.47450 0.0 0.1 -0.2
H -2.48147 2.69167 0.29859 -0.4 0.6 0.3
H 0.46063 0.47970 3.37471 0.3 0.2 -0.6
H 2.97888 0.79623 2.89061 -0.3 0.4 0.2
H 2.51103 2.32372 2.06109 0.0 -0.5 -0.1
H 2.95063 2.70878 4.47878 -0.7 0.0 -0.4
H 1.32640 3.01332 4.04440 0.9 -0.3 0.2
H 2.05382 1.17923 -0.05936 -0.2 -0.2 -0.3
H 1.25687 -0.13979 -1.99373 0.1 0.1 -0.9
H -0.87221 -2.82908 0.57580 0.5 0.5 0.1
H 0.03565 -1.60875 2.50998 0.0 0.0 0.7
```
Forces are in eV/Å.

Relative energy (zero: lowest compared OMol25 entry of this formula, charge and spin) in kcal per mole: 56.5
Energy in eV: -25979.295
Charge: 0
Orbital gap in eV: 9.9
SMILES: NC[C@@H]1OC(=O)CCC(=O)O[C@H](CN)c2ccc1cc2

---

2.
The following is a quantum chemistry calculation of a single C14H18N2O4S molecule at a distorted geometry, from the OMol25 dataset.

Structure (XYZ):
```
39
Properties=species:S:1:pos:R:3:forces:R:3
C 1.30276 5.12140 0.57379 -0.1 0.0 0.1
O 2.30203 4.48578 -0.17875 0.3 -0.2 -0.1
C 1.80290 3.86727 -1.34710 0.1 -0.1 -0.3
C 2.91101 2.98746 -1.92259 -0.3 0.2 0.1
N 3.18454 1.89097 -1.02007 0.3 0.3 0.1
C 2.60491 0.68535 -1.20740 0.3 -0.1 0.4
O 2.06939 0.34292 -2.23799 -0.2 -0.2 -0.2
C 2.77308 -0.29330 -0.02878 0.2 0.3 -0.2
C 3.81160 -1.35058 -0.37201 -0.4 0.1 0.1
O 1.53317 -0.96150 0.19606 0.1 -0.2 0.0
C 0.46560 -0.16130 0.32775 0.0 0.4 0.1
O 0.55866 1.05327 0.33163 0.0 -0.3 0.1
C -0.75366 -0.93207 0.48228 0.1 -0.7 0.0
C -0.84567 -2.32242 0.51520 0.2 0.5 0.0
C -2.19654 -2.61284 0.67867 -0.6 0.2 0.1
S -3.27475 -3.95760 0.82899 0.0 0.4 0.0
C -4.62003 -2.86740 0.96658 0.2 -0.1 0.0
C -4.29036 -1.55187 0.90462 -0.4 0.0 0.0
C -2.89605 -1.39565 0.73955 0.6 -0.9 0.0
N -2.01018 -0.38036 0.62137 0.1 -0.1 0.0
C -2.36726 1.01239 0.62396 -0.2 0.5 0.0
H 1.79486 5.55910 1.44016 -0.1 0.0 0.0
H 0.81047 5.91309 -0.00472 0.0 0.0 0.0
H 0.54383 4.40225 0.90552 0.0 0.0 0.0
H 0.93803 3.23593 -1.09924 0.1 0.1 0.0
H 1.49128 4.62720 -2.07945 0.0 0.0 0.1
H 3.82094 3.57772 -2.05183 -0.1 0.0 -0.1
H 2.59665 2.56028 -2.87580 0.1 0.1 0.1
H 3.41496 2.18289 -0.08199 -0.1 -0.2 0.0
H 3.04674 0.25438 0.88355 -0.1 -0.1 -0.2
H 3.52589 -1.84038 -1.29913 0.0 0.0 -0.1
H 4.78441 -0.88331 -0.49677 0.1 0.0 0.0
H 3.86289 -2.09215 0.42077 0.1 0.0 0.1
H -0.02374 -3.00184 0.42670 0.2 -0.1 0.0
H -5.59919 -3.28720 1.08798 -0.2 0.0 0.0
H -5.00203 -0.74962 0.97265 -0.2 0.1 0.0
H -3.04693 1.22648 -0.20380 0.0 0.0 0.0
H -2.86353 1.26983 1.56241 0.0 0.0 0.0
H -1.46578 1.60931 0.51487 -0.2 0.0 0.0
```
Forces are in eV/Å.

Relative energy (zero: lowest compared OMol25 entry of this formula, charge and spin) in kcal per mole: 30.9
Energy in eV: -36815.732
Charge: 0
Orbital gap in eV: 8.6
SMILES: COCCNC(=O)[C@H](C)OC(=O)c1cc2sccc2n1C

---

3.
The following is a quantum chemistry calculation of C14H18N3O4PdS3 as an isolated structure at a distorted geometry, from the OMol25 dataset.

Structure (XYZ):
```
43
Properties=species:S:1:pos:R:3:forces:R:3
Pd -0.10840 0.61652 0.94333 -0.2 0.0 0.2
C -0.96021 2.68306 1.13250 -0.3 0.6 0.3
C 0.24237 2.69721 1.91571 -0.3 0.2 -0.1
C -0.02027 2.00721 3.11209 0.0 -0.1 -0.1
C -1.37443 1.54737 3.07726 0.0 0.0 -0.1
C -1.93830 1.93602 1.84551 0.0 0.3 -0.1
H -1.13008 3.27463 0.24912 0.0 -0.1 -0.1
H 1.13413 3.25558 1.68304 0.1 -0.1 -0.1
H 0.67668 1.87565 3.92431 0.0 -0.2 0.0
H -1.88699 1.01784 3.86436 0.1 -0.1 0.0
H -2.97486 1.83351 1.56768 0.0 -0.1 -0.1
S -0.06469 1.12427 -1.55695 0.0 0.2 0.3
C -1.70758 0.57589 -1.69085 0.1 -0.1 -0.2
N -2.03445 -0.66163 -1.36190 0.0 -0.1 0.1
C -3.38346 -1.19703 -1.53458 0.0 0.1 0.0
C -4.38710 -0.07645 -1.32444 0.1 0.0 0.0
C -4.06755 1.07273 -2.26490 0.1 0.0 0.0
N -2.63954 1.39750 -2.16987 -0.1 0.1 0.0
H -1.30241 -1.23329 -0.93828 0.0 0.0 -0.1
H -3.52342 -2.00001 -0.81485 0.0 0.0 0.0
H -3.48027 -1.61681 -2.53834 0.0 0.0 0.0
H -4.32465 0.26552 -0.28881 -0.1 0.0 0.0
H -5.39934 -0.43264 -1.50513 0.0 0.0 0.0
H -4.63555 1.96167 -1.99590 0.0 0.0 0.0
H -4.31661 0.81409 -3.29561 0.0 0.0 0.0
H -2.31552 2.30128 -2.47452 0.0 0.0 0.0
S 1.76636 -2.31652 -1.73795 0.0 -0.1 -0.3
C 3.20217 -1.77081 -0.99470 0.1 0.1 0.0
N 3.69346 -2.47137 0.05964 -0.1 0.2 0.3
C 4.81854 -2.14229 0.70752 -0.1 -0.2 0.0
C 5.57177 -1.07884 0.28392 0.1 0.1 -0.1
C 5.10891 -0.31995 -0.79162 0.1 0.0 0.1
C 3.92868 -0.65586 -1.42144 -0.1 -0.1 0.0
H 3.03911 -3.12626 0.50258 0.2 -0.1 -0.1
H 5.08616 -2.76095 1.55134 -0.1 0.0 0.0
H 6.49110 -0.83331 0.79323 0.0 0.0 0.0
H 5.67304 0.54167 -1.12330 0.0 0.0 0.0
H 3.52587 -0.07484 -2.23747 0.0 0.0 0.0
O 0.22830 -1.69571 0.00737 0.2 -0.1 0.8
S 0.84207 -1.66348 1.42135 -0.2 -0.4 -1.0
O 1.45481 -2.91561 1.76865 -0.1 0.0 0.1
O 1.81315 -0.52414 1.38749 -0.1 -0.2 0.0
O -0.32098 -1.23142 2.26342 0.4 0.3 0.1
```
Forces are in eV/Å.

Energy in eV: -63447.082
Charge: +1
2S+1: 5
Orbital gap (alpha / beta) in eV: 8.2 / 6.2

---

4.
The following is a quantum chemistry calculation of a single C14H18N4O4 molecule at a distorted geometry, from the OMol25 dataset.

Structure (XYZ):
```
40
Properties=species:S:1:pos:R:3:forces:R:3
C 3.27867 -1.85544 4.83260 -0.4 0.3 -0.4
C 3.47221 -2.39240 3.43627 1.1 -0.4 -0.8
O 4.59979 -2.68725 3.07204 -0.8 -0.1 -0.2
N 2.33910 -2.47712 2.60654 -0.2 0.8 1.9
C 2.29335 -2.84662 1.27036 0.6 -0.4 0.2
C 3.19848 -3.84025 0.77018 -0.8 0.9 0.9
C 3.14233 -4.19346 -0.54256 0.3 -0.2 -0.4
C 2.24099 -3.63482 -1.40893 -2.2 2.1 0.8
C 1.32347 -2.64905 -0.93495 0.9 -1.5 0.0
C 1.32258 -2.22996 0.43616 -0.1 -0.1 -2.5
C 0.35325 -1.19062 0.89378 0.5 -0.9 3.7
O 0.10479 -1.10976 2.11093 -0.2 0.2 -1.2
C -0.28486 -0.14809 0.04238 -1.5 1.7 -2.7
O 0.05316 -0.03944 -1.11999 0.5 0.0 -0.5
N -1.26891 0.70847 0.51513 0.2 -0.8 0.8
N -1.88080 1.67485 -0.33817 1.0 -0.4 -1.3
C -3.07573 2.27053 -0.14121 -0.7 -0.1 1.7
O -3.65889 2.15423 0.92273 -0.4 0.0 0.0
C -3.69814 3.14959 -1.25065 2.3 0.1 -1.6
N -2.78640 3.29855 -2.44806 0.2 -0.4 0.4
C -3.49446 3.28262 -3.73628 0.2 0.7 0.5
C -1.79931 4.40829 -2.33523 -0.9 -0.5 -0.3
H 4.16057 -2.04895 5.44116 0.0 0.1 -0.3
H 2.44585 -2.35197 5.30530 -0.5 0.1 0.2
H 3.10576 -0.76823 4.73761 -0.1 -0.4 0.3
H 1.48980 -1.99414 2.97051 0.9 -0.6 -0.6
H 3.92062 -4.38388 1.37536 -0.3 0.6 0.3
H 3.83382 -4.93120 -0.88886 0.3 -0.4 -0.2
H 2.11363 -3.92078 -2.42688 0.3 -0.3 -0.6
H 0.57115 -2.36204 -1.66731 0.2 0.5 0.5
H -1.66078 0.48927 1.43800 -0.2 0.8 -0.7
H -1.51884 1.84106 -1.28352 0.4 -0.8 0.5
H -4.61456 2.70273 -1.59859 -0.3 -0.4 0.1
H -3.96498 4.12450 -0.84996 0.0 0.1 0.4
H -4.03679 4.23293 -3.89901 -0.1 -0.2 0.0
H -2.80226 3.19114 -4.57022 0.3 -0.1 0.1
H -4.18139 2.44194 -3.79205 -0.1 0.0 0.1
H -2.32578 5.36804 -2.41368 0.2 0.2 0.3
H -1.04571 4.39672 -3.14196 -0.4 -0.4 0.2
H -1.26477 4.32000 -1.38898 -0.1 0.2 0.0
```
Forces are in eV/Å.

Relative energy (zero: lowest compared OMol25 entry of this formula, charge and spin) in kcal per mole: 48.6
Energy in eV: -28959.493
Charge: 0
Orbital gap in eV: 7.8
SMILES: CC(=O)Nc1ccccc1C(=O)C(=O)NNC(=O)CN(C)C

---

5.
The following is a quantum chemistry calculation of C14H18N5OReS4Si as an isolated structure, from the OMol25 dataset.

Structure (XYZ):
```
44
Properties=species:S:1:pos:R:3:forces:R:3
Re 0.01521 0.43564 0.43142 0.4 0.0 0.3
O -2.89270 -3.29493 -4.47007 0.0 0.0 0.0
C -2.39868 -2.66558 -3.59093 0.0 0.1 -0.1
S -3.18114 -1.25756 -2.81506 -0.1 0.0 0.1
C -1.91122 -0.97472 -1.66300 -0.1 0.0 -0.1
C -0.82601 -1.75273 -1.72174 0.1 0.0 0.0
S 0.49567 -1.48671 -0.60694 0.1 -0.1 -0.1
S -0.76328 -2.99427 -2.93765 0.0 0.0 0.1
S -2.04067 0.30584 -0.46736 0.0 0.1 0.0
C 2.57139 3.48614 -2.38027 0.0 0.0 0.0
Si 1.90838 1.83584 -1.83735 -0.1 0.1 0.1
C 3.34301 0.69675 -1.54278 0.0 0.0 0.0
C 0.69434 1.26648 -3.11719 0.0 -0.1 0.0
N 0.97443 1.90642 -0.25849 -0.1 -0.3 -0.2
C 0.71860 3.00252 0.61506 -0.1 0.1 0.1
C 1.38076 4.21804 0.56036 0.0 0.1 0.0
C 1.05540 5.23156 1.45476 0.0 0.0 0.0
C 0.07949 5.04897 2.41919 0.0 0.0 0.0
C -0.56781 3.82165 2.50443 0.1 0.0 0.1
C -0.24065 2.81239 1.62115 -0.1 0.1 -0.1
H 2.98876 3.31466 -3.37704 0.0 0.0 0.0
H 3.38595 3.85877 -1.75901 0.0 0.0 0.0
H 1.80678 4.25653 -2.48146 0.0 0.0 0.0
H 3.88401 0.56168 -2.48278 0.0 0.0 0.0
H 3.04475 -0.28815 -1.18717 0.0 0.0 0.0
H 4.03818 1.13155 -0.82211 0.0 0.0 0.0
H 1.19119 1.22628 -4.08953 0.0 0.0 0.0
H -0.13694 1.97000 -3.19902 0.0 0.0 0.0
H 0.28446 0.27754 -2.91405 0.0 0.0 0.0
H 2.14830 4.39026 -0.17457 0.0 0.0 0.0
H 1.57796 6.17603 1.38454 0.0 0.0 0.0
H -0.17570 5.84644 3.10209 0.0 0.0 0.0
H -1.32451 3.64914 3.25741 0.0 0.0 0.0
H -0.82599 1.87914 1.76067 0.0 0.1 -0.1
N 2.04583 -3.48047 3.18677 0.0 0.0 0.0
C 2.25205 -2.60700 4.17519 0.0 -0.1 0.0
N 2.83726 -3.00460 5.30016 0.0 0.0 0.0
N 1.89267 -1.32351 4.11006 0.1 0.2 0.2
C 1.38825 -0.84037 3.04377 -0.1 -0.2 -0.1
N 0.91015 -0.37840 2.08792 -0.1 0.3 -0.1
H 2.30542 -4.44790 3.27379 0.0 0.0 0.0
H 1.56897 -3.19710 2.34573 0.0 0.0 0.0
H 3.12771 -3.95341 5.45607 0.0 0.0 0.0
H 2.98833 -2.32114 6.02274 0.0 0.0 0.0
```
Forces are in eV/Å.

Relative energy (zero: lowest compared OMol25 entry of this formula, charge and spin) in kcal per mole: 0.0
Energy in eV: -77653.809
Charge: +1
2S+1: 2
Orbital gap (alpha / beta) in eV: 6.9 / 6.3

---

6.
The following is a quantum chemistry calculation of a single C14H18O5S molecule, from the OMol25 dataset.

Structure (XYZ):
```
38
Properties=species:S:1:pos:R:3:forces:R:3
C -2.07566 -5.93864 0.19665 0.2 0.2 0.1
C -1.01847 -4.99693 0.75644 -0.1 0.3 -0.1
C -1.42879 -3.53722 0.59326 -0.1 -0.4 -0.1
O -0.39813 -2.73592 1.13416 0.1 0.1 0.1
C -0.52332 -1.38504 1.09463 0.1 0.2 0.1
C -1.61376 -0.69553 0.57254 -0.1 -0.3 0.0
C -1.62873 0.68762 0.59028 0.2 0.1 0.2
C -0.57013 1.41133 1.11826 0.0 -0.1 0.1
C -0.59168 2.90534 1.12313 0.0 0.2 -0.5
S -0.84552 3.63795 -0.53877 0.0 0.2 0.0
C 0.77847 3.41708 -1.37154 -0.4 -0.1 0.4
C 1.14851 1.95310 -1.54785 0.2 0.1 0.0
C 2.33498 1.75381 -2.45931 -0.1 -0.5 -0.1
O 2.58963 0.73382 -3.03710 0.0 -0.1 -0.1
O 3.10791 2.84448 -2.54801 0.3 0.6 0.0
C 1.77986 4.17743 -0.54171 0.1 0.0 0.1
O 2.31967 3.74764 0.44488 0.1 -0.2 0.1
O 1.95533 5.42108 -0.98583 0.0 0.6 -0.4
C 0.52085 0.71842 1.63567 -0.2 0.0 0.0
C 0.54411 -0.65925 1.62809 -0.1 -0.3 -0.1
H -2.22892 -5.75526 -0.86455 -0.1 0.0 -0.1
H -3.02467 -5.79814 0.70956 -0.1 0.0 0.0
H -1.76552 -6.97213 0.32525 0.0 -0.1 0.0
H -0.06838 -5.14965 0.24255 0.0 0.0 0.0
H -0.85980 -5.19692 1.81719 0.1 0.0 0.0
H -1.57230 -3.30396 -0.47121 0.0 0.0 0.1
H -2.37354 -3.35072 1.12374 0.1 0.0 -0.1
H -2.45518 -1.22243 0.15135 -0.1 -0.1 0.0
H -2.47490 1.21707 0.17643 -0.1 0.0 -0.1
H 0.32875 3.31662 1.53532 -0.1 0.0 0.1
H -1.44316 3.28722 1.68874 0.0 0.1 0.0
H 0.64352 3.92383 -2.32848 0.0 0.0 0.1
H 0.30533 1.38007 -1.93655 0.1 0.0 0.0
H 1.41998 1.52731 -0.57630 0.0 0.0 -0.2
H 3.87574 2.66649 -3.11494 -0.2 -0.2 0.1
H 2.56761 5.90718 -0.41070 -0.1 -0.3 0.1
H 1.35637 1.26718 2.04630 0.1 0.1 0.0
H 1.38395 -1.20435 2.02844 0.1 -0.1 0.0
```
Forces are in eV/Å.

Relative energy (zero: lowest compared OMol25 entry of this formula, charge and spin) in kcal per mole: 0.0
Energy in eV: -35883.877
Charge: 0
Orbital gap in eV: 8.8
SMILES: CCCOc1ccc(CS[C@H](CC(=O)O)C(=O)O)cc1